Arrangement 1

ORCA calculation (wB97M-V/def2-TZVPD) on C4H8N2 in the gas phase.

Values from the calculation:
Gap between HOMO and LUMO ... 0.384 hartree

The geometry in XYZ format:
```
14
Properties=species:S:1:pos:R:3:lowdin_charge:R:1
C -1.23 -1.82 0.00 -0.21
H -1.09 0.98 0.77 0.11
H 1.77 0.21 -1.55 0.09
H -1.44 0.25 -0.43 0.14
C -0.62 -0.65 -0.65 -0.24
N -1.81 -2.65 0.55 0.15
H 2.11 1.17 -0.10 0.09
N 0.50 -0.15 0.08 -0.31
H -0.33 -0.91 -1.68 0.13
H 0.72 1.59 -1.13 0.09
C -0.08 0.46 1.23 -0.12
H -0.49 -0.31 1.90 0.08
C 1.31 0.76 -0.72 -0.09
H 0.67 1.07 1.75 0.09
```

***

Arrangement 2

ORCA calculation (wB97M-V/def2-TZVPD) on 2 unconnected molecules or ions with the total composition C4H8N2.

Values from the calculation:
Gap between HOMO and LUMO ... 0.375 hartree

The geometry in XYZ format:
```
14
Properties=species:S:1:pos:R:3:lowdin_charge:R:1
C -0.01 -0.04 -0.87 -0.39
C 0.66 -0.78 1.46 -0.10
H 1.40 0.95 0.26 0.12
N 0.14 0.86 -1.96 0.06
N -1.84 -1.88 -1.03 0.15
H 0.77 -0.17 2.36 0.07
H -0.73 0.99 -2.46 0.08
C 0.73 0.09 0.24 -0.16
H 0.84 0.54 -2.63 0.09
H -1.00 1.44 1.01 0.04
H -0.29 -1.32 1.52 0.07
C -1.01 -1.08 -0.96 -0.19
H -1.01 1.79 1.67 0.07
H 1.47 -1.51 1.45 0.08
```

***

Stability ranking, top and bottom: arrangement 2 is the most stable and arrangement 1 is the least stable.

***

Arrangement 1

ORCA calculation (wB97M-V/def2-TZVPD) on 2 unconnected molecules or ions with the total composition C4H8N2.

Values from the calculation:
Gap between HOMO and LUMO ... 0.293 hartree

The geometry in XYZ format:
```
14
Properties=species:S:1:pos:R:3:lowdin_charge:R:1
C 1.54 0.09 0.02 -0.01
H 0.11 -2.03 -0.08 0.14
C 0.12 -0.06 -0.42 -0.39
C -1.18 -0.09 2.00 -0.40
H -1.35 0.91 -1.66 0.10
H 1.74 -0.55 0.88 0.10
H -1.36 -1.38 -0.65 0.14
H 1.75 1.13 0.29 0.09
N -0.91 -0.95 2.75 -0.18
C -0.72 1.10 -0.78 -0.04
H -1.34 1.18 0.13 0.04
H -0.13 2.01 -0.91 0.09
H 2.19 -0.18 -0.82 0.11
N -0.36 -1.26 -0.53 0.21
```

***

Arrangement 2

ORCA calculation (wB97M-V/def2-TZVPD) on C4H8N2 in the gas phase.

Values from the calculation:
Gap between HOMO and LUMO ... 0.320 hartree

The geometry in XYZ format:
```
14
Properties=species:S:1:pos:R:3:lowdin_charge:R:1
H -2.65 -1.04 0.79 0.04
N 1.66 0.40 0.43 -0.09
C -0.42 0.95 -0.71 -0.28
N 2.07 -0.95 -0.14 0.07
H -1.24 -1.59 -0.04 0.02
C -1.58 0.50 0.06 -0.20
H 2.25 -1.51 0.69 0.07
C -1.74 -0.78 0.32 -0.01
H -0.65 1.97 -1.14 0.10
H 1.39 -1.30 -0.70 0.00
H -2.24 1.16 0.76 0.14
C 0.81 1.31 0.13 -0.09
H 2.39 0.54 1.09 0.10
H -0.05 0.34 -1.54 0.10
```

***

Stability ranking, top and bottom: arrangement 1 is the most stable and arrangement 2 is the least stable.

***

Arrangement 1

ORCA calculation (wB97M-V/def2-TZVPD) on a molecular structure, C20H27N3O2.

Values from the calculation:
Gap between HOMO and LUMO ... 0.307 hartree

The geometry in XYZ format:
```
52
Properties=species:S:1:pos:R:3:lowdin_charge:R:1
N 3.67 -1.28 0.34 -0.04
H 5.22 0.83 0.21 0.12
O -1.05 -2.12 -1.47 0.12
H 3.53 -3.14 -0.93 0.08
C 2.87 -0.06 0.32 -0.14
H 0.85 0.69 0.74 0.14
H 5.06 -3.55 0.43 0.19
H -3.12 -1.89 -0.66 0.21
C -2.94 -1.27 0.40 -0.07
C 7.03 -0.10 0.37 -0.02
H -3.83 3.31 1.88 0.12
C 4.96 -1.33 0.12 -0.43
H 7.56 -3.44 0.47 0.03
C -1.93 0.92 -0.24 -0.06
H -1.25 1.48 -0.01 0.01
N -3.26 0.95 0.05 -0.05
C 1.30 -0.38 0.57 -0.07
C -5.81 3.43 0.55 -0.28
O -5.02 -0.18 0.53 0.19
H -1.04 -0.58 1.38 0.22
C -0.72 -1.36 -0.66 -0.67
H -5.50 4.59 0.22 0.19
H -6.87 2.94 -1.35 0.18
H 2.02 -1.49 -2.06 0.02
C 1.74 -1.98 -1.35 -0.09
C -6.25 2.48 -0.35 -0.23
H -2.97 3.00 -0.43 0.10
H 2.81 0.37 -0.96 0.20
C 7.73 -1.56 0.46 -0.09
C -5.00 2.07 -1.31 -0.04
C -4.63 2.86 1.25 -0.10
C -3.93 -0.24 0.29 -0.55
H -6.77 1.74 -0.19 0.00
H -4.93 1.33 -1.97 0.04
C 2.73 -2.52 -0.49 -0.06
C -3.77 2.39 -0.17 -0.09
H 3.13 0.50 1.04 0.03
H -4.73 3.15 -1.97 0.15
H 1.21 -2.99 -1.56 0.17
C 5.68 -2.33 0.31 -0.05
C -1.61 -0.78 0.19 -0.17
C 5.73 -0.16 0.14 -0.10
H 1.36 -0.76 1.44 0.03
H -1.61 0.64 -1.37 0.17
H -6.52 3.40 1.37 0.12
H -4.74 1.96 1.74 0.07
H -3.07 -2.00 1.11 0.11
H 7.60 0.93 0.45 0.13
C 7.10 -2.64 0.37 -0.11
H 2.50 -3.21 0.56 0.19
H 8.88 -1.38 0.71 0.13
N 0.57 -1.26 -0.51 0.06
```

***

Arrangement 2

ORCA calculation (wB97M-V/def2-TZVPD) on C20H27N3O2 in the gas phase.

Values from the calculation:
Gap between HOMO and LUMO ... 0.367 hartree

The geometry in XYZ format:
```
52
Properties=species:S:1:pos:R:3:lowdin_charge:R:1
H -2.53 1.03 -2.27 0.12
C 0.11 -1.61 2.65 -0.48
C 2.01 -2.59 1.32 -0.14
C -0.18 4.01 -2.73 -0.05
H 1.80 -4.90 2.99 0.08
H -1.88 0.08 -3.62 0.12
C -0.41 0.68 -2.17 -0.11
N 1.34 -1.56 2.09 -0.05
H -3.27 5.49 -0.98 0.10
H -0.25 -3.69 2.03 0.10
C -0.79 -2.82 2.38 -0.08
C 2.12 -0.35 2.30 -0.19
C -1.69 0.94 -2.96 -0.17
C 2.44 -4.09 3.34 -0.05
C -1.15 5.65 -1.27 -0.09
C -1.43 3.43 -2.94 -0.25
H -1.29 -3.06 3.32 0.13
H 5.02 -3.87 2.50 0.06
C -1.58 2.21 -3.80 -0.16
H 0.85 0.97 1.18 0.07
H 0.93 5.56 -1.76 0.10
C 3.01 -3.34 2.17 -0.34
H 2.53 -2.11 0.49 0.12
C -0.05 5.11 -1.90 -0.08
N -0.37 -2.56 -0.65 0.09
C -2.40 5.07 -1.47 -0.08
H 2.51 1.53 1.33 0.07
H -1.05 6.50 -0.62 0.10
O -0.32 -0.69 3.32 0.06
H -2.48 2.30 -4.41 0.12
C -1.85 -2.39 1.35 -0.08
H -3.51 3.53 -2.45 0.11
H 2.13 0.23 0.21 0.07
H 3.17 -0.64 2.36 0.12
O -1.33 -0.63 -0.29 0.15
H -2.45 -1.58 1.76 0.13
H 3.22 -4.51 3.96 0.08
H 4.70 -2.79 1.05 0.06
H -0.22 1.51 -1.49 0.12
H 1.83 -3.42 3.95 0.08
H -2.49 -3.24 1.11 0.13
H 1.81 0.08 3.25 0.12
C -1.18 -1.91 0.12 -0.35
C -2.53 3.97 -2.29 -0.04
C -0.52 -0.57 -1.38 -0.36
C 4.30 -3.33 1.90 0.05
C 1.89 0.66 1.18 -0.06
H 0.44 0.56 -2.84 0.13
H 0.69 3.60 -3.23 0.11
N 0.05 -1.70 -1.60 0.11
H 1.29 -3.28 0.89 0.10
H -0.73 2.12 -4.48 0.12
```

***

Stability ranking, top and bottom: arrangement 2 is the most stable and arrangement 1 is the least stable.

***

Arrangement 1

ORCA calculation (wB97M-V/def2-TZVPD) on C4H3NO3 in the gas phase.

Values from the calculation:
Gap between HOMO and LUMO ... 0.294 hartree

The geometry in XYZ format:
```
11
Properties=species:S:1:pos:R:3:lowdin_charge:R:1
C 0.30 0.56 1.16 0.03
H 0.33 1.13 2.05 0.13
O -0.69 1.64 -2.02 0.13
H -0.38 -1.15 -2.12 0.09
C -0.39 0.92 -1.14 -0.42
O 0.66 -1.59 2.00 0.08
C -0.29 -0.61 -1.23 0.07
O -0.03 1.40 0.12 0.07
C 0.33 -0.80 1.00 -0.47
N 0.02 -1.35 -0.15 0.14
H 0.71 -2.48 1.55 0.15
```

***

Arrangement 2

ORCA calculation (wB97M-V/def2-TZVPD) on C4H3NO3 in the gas phase.

Values from the calculation:
Gap between HOMO and LUMO ... 0.330 hartree

The geometry in XYZ format:
```
11
Properties=species:S:1:pos:R:3:lowdin_charge:R:1
H -0.46 -1.12 2.73 0.10
C 0.22 -0.93 0.53 -0.20
H -0.75 2.46 -1.53 0.24
C -0.67 0.16 0.09 -0.06
C -0.77 -1.25 1.71 0.00
H -1.41 -2.13 1.76 0.11
O 0.28 2.04 -1.51 0.05
C 0.16 0.83 -0.89 -0.24
O -1.47 0.10 1.36 -0.09
O 1.21 -0.12 -1.11 -0.03
N 1.25 -1.18 -0.22 0.11
```

***

Arrangement 3

ORCA calculation (wB97M-V/def2-TZVPD) on 2 unconnected molecules or ions with the total composition C4H3NO3.

Values from the calculation:
Gap between HOMO and LUMO ... 0.399 hartree

The geometry in XYZ format:
```
11
Properties=species:S:1:pos:R:3:lowdin_charge:R:1
H -1.86 2.24 0.25 0.11
C -1.70 0.48 -0.75 -0.39
O 0.28 1.05 2.15 0.15
C 0.57 0.65 1.08 -0.46
O 1.52 0.85 0.12 0.15
O -1.96 -0.51 -1.29 0.18
H 0.58 -2.47 -0.03 0.07
N -1.36 1.50 -0.20 0.21
C 1.14 -1.61 -0.35 0.09
H 1.82 -1.73 -1.19 0.08
C 0.94 -0.45 0.21 -0.20
```

***

Stability ranking, top and bottom: arrangement 1 is the most stable and arrangement 2 is the least stable.

***

Arrangement 1

ORCA calculation (wB97M-V/def2-TZVPD) on C13H15N in the gas phase.

Values from the calculation:
Gap between HOMO and LUMO ... 0.326 hartree

The geometry in XYZ format:
```
29
Properties=species:S:1:pos:R:3:lowdin_charge:R:1
H 3.49 0.53 -2.84 0.15
C 1.33 0.04 -0.29 -0.24
H 0.43 1.95 1.72 0.15
C 1.07 1.50 -0.09 -0.15
H -3.88 -0.61 0.77 0.16
H 0.00 -1.28 -0.61 0.15
H 2.24 -1.25 -1.76 0.14
C 2.79 2.23 -1.44 -0.13
C -2.87 -1.26 0.46 -0.08
H -1.80 1.16 1.67 0.10
C 2.98 0.91 -1.77 -0.12
C 2.27 -0.23 -1.22 -0.06
H -1.77 0.96 -0.02 0.14
H -2.99 -4.67 0.39 0.03
H 1.40 3.67 -0.19 0.16
C 0.45 -0.82 0.31 -0.18
N -0.50 -0.20 1.24 -0.12
H 3.46 2.90 -1.98 0.09
C -2.90 -2.63 0.24 -0.12
C -0.03 2.11 0.70 -0.15
H -1.36 -1.95 1.87 0.08
H -2.29 -0.69 2.28 0.12
C -2.78 -3.90 -0.33 -0.03
C 1.85 2.58 -0.45 -0.05
C -1.09 1.05 0.91 -0.25
H -2.66 -3.82 -1.57 0.13
H -0.40 3.11 0.27 0.14
C -1.65 -1.07 1.43 -0.26
H 1.10 -1.76 0.65 0.18
```

***

Arrangement 2

ORCA calculation (wB97M-V/def2-TZVPD) on 2 unconnected molecules or ions with the total composition C13H15N.

Values from the calculation:
Gap between HOMO and LUMO (alpha / beta) ... 0.283 / 0.283 hartree

The geometry in XYZ format:
```
29
Properties=species:S:1:pos:R:3:lowdin_charge:R:1
C 0.33 2.37 2.05 -0.06
H 0.85 3.13 2.54 0.08
C -0.20 1.30 2.72 -0.12
H 2.80 -3.13 -2.39 0.08
H 3.73 -1.78 -1.67 0.08
H 3.14 -3.00 -0.63 0.09
C 1.78 -1.49 -1.45 -0.12
H -1.52 -0.43 2.81 0.09
C 0.45 -1.23 -0.89 -0.31
C -3.10 -1.52 0.63 -0.08
C 1.37 -0.26 -1.49 -0.13
C 2.88 -2.45 -1.55 -0.03
C -1.48 0.48 0.84 -0.20
C 1.69 1.07 -1.94 -0.05
N -0.60 -1.73 -0.51 0.15
C -1.10 0.37 2.26 0.01
H 0.03 1.20 3.76 0.10
H -4.14 -1.38 0.53 0.05
H 0.17 3.22 0.10 0.04
C -2.15 -0.50 0.02 -0.16
H 0.72 1.73 -2.09 0.11
H -1.08 1.67 -0.94 0.08
H 2.36 1.77 -1.32 0.11
H 2.28 0.89 -2.80 0.06
C -0.90 1.54 0.08 -0.05
H -2.86 -2.42 -0.02 0.09
C -0.14 2.54 0.73 -0.06
H -2.44 -0.26 -0.99 0.11
H -2.85 -1.70 1.63 0.04
```

***

Stability ranking, top and bottom: arrangement 2 is the most stable and arrangement 1 is the least stable.

***

Arrangement 1

ORCA calculation (wB97M-V/def2-TZVPD) on 3 unconnected molecules or ions with the total composition C3H12NO2S.

Values from the calculation:
Charge ... -1
Gap between HOMO and LUMO ... 0.228 hartree

The geometry in XYZ format:
```
19
Properties=species:S:1:pos:R:3:lowdin_charge:R:1
C 0.90 -0.52 -0.96 -0.77
C -0.42 -0.25 -0.21 -0.33
H -0.46 -2.19 1.27 0.04
H 1.71 0.02 -0.46 0.01
H -2.45 -1.12 -0.25 0.09
H 1.13 -1.59 -0.94 0.03
O 1.21 1.78 3.41 -0.08
C -1.40 -1.40 -0.33 -0.32
H -0.41 3.27 -1.80 0.02
H -0.24 -0.06 0.86 0.09
O 0.37 3.33 -1.24 -0.11
N -1.11 -2.53 0.58 -0.02
H -0.83 0.64 -0.65 0.05
H -1.35 -1.76 -1.36 0.10
S 0.89 0.10 -2.69 0.12
H 0.56 1.93 2.71 0.03
H 0.57 2.39 -1.09 -0.03
H -0.60 -3.25 0.09 0.05
H 1.93 1.22 3.08 0.04
```

***

Arrangement 2

ORCA calculation (wB97M-V/def2-TZVPD) on 3 unconnected molecules or ions with the total composition C3H12NO2S.

Values from the calculation:
Charge ... -1
Gap between HOMO and LUMO ... 0.201 hartree

The geometry in XYZ format:
```
19
Properties=species:S:1:pos:R:3:lowdin_charge:R:1
H 0.55 -4.54 -0.20 -0.05
C -0.51 -0.27 0.20 -0.35
H 1.90 5.33 1.14 0.03
H 1.53 1.41 -0.41 0.04
C -1.70 -1.22 0.10 -0.76
H 0.29 -0.84 0.68 0.09
H -2.55 -0.66 -0.30 0.03
H 0.59 -0.35 -1.59 0.08
H -1.92 -1.64 1.08 0.02
H -0.82 0.52 0.91 0.09
H -0.98 0.65 -1.69 0.10
O 1.37 -4.89 0.19 -0.12
S -1.36 -2.64 -1.02 0.14
C -0.11 0.33 -1.13 -0.31
H 0.14 2.34 -0.62 0.03
O 0.97 5.29 1.40 -0.06
N 0.71 1.57 -0.97 -0.05
H 0.68 4.42 1.09 0.03
H 1.21 -4.81 1.14 0.01
```

***

Stability ranking, top and bottom: arrangement 1 is the most stable and arrangement 2 is the least stable.